The following is a quantum chemistry calculation of C30H27N6O4S4Ti as an isolated structure, from OMol25.

Each line ends with the Mulliken spin population.
Geometry (Å):
Ti (-0.20499, -0.39601, -0.03351)  1.227
O (-1.90437, -4.02697, -2.19838)  0.002
C (-3.13631, -3.51220, -2.34557)  0.012
C (-4.01072, -4.18503, -3.20133)  -0.006
C (-5.29316, -3.71812, -3.40501)  0.010
C (-5.73400, -2.56520, -2.75854)  -0.005
C (-4.87426, -1.89710, -1.90897)  0.008
C (-3.57490, -2.35268, -1.68038)  0.001
C (-2.68086, -1.60451, -0.76953)  0.051
O (-1.43403, -1.96406, -0.65824)  0.000
N (-3.15655, -0.58748, -0.10286)  -0.010
N (-2.11874, 0.00306, 0.57254)  0.056
C (-2.41493, 0.75358, 1.61115)  0.234
C (-1.30251, 1.26230, 2.32463)  0.105
C (-1.40067, 2.07031, 3.46981)  0.024
C (-0.26230, 2.46168, 4.11877)  0.048
C (0.98264, 2.05517, 3.61711)  0.066
C (1.00995, 1.29262, 2.47528)  0.007
N (-0.09214, 0.88157, 1.82495)  0.044
H (-1.37803, -3.38359, -1.66629)  0.000
H (-3.64381, -5.07005, -3.70519)  0.000
H (-5.95366, -4.25021, -4.07916)  0.001
H (-6.73558, -2.19104, -2.92566)  0.000
H (-5.18406, -0.99544, -1.39809)  0.000
H (-3.44257, 0.95717, 1.88490)  0.016
H (-2.37990, 2.37826, 3.81181)  -0.003
H (-0.31920, 3.09744, 4.99291)  0.006
H (1.90781, 2.36932, 4.07887)  0.005
H (1.95989, 1.00278, 2.04382)  0.021
C (1.05954, -2.35107, 3.72408)  0.000
C (1.28532, -2.07857, 2.26408)  0.011
O (0.32968, -1.87206, 1.51823)  -0.020
N (2.55955, -2.04140, 1.83852)  0.004
C (2.91554, -1.85221, 0.43646)  -0.010
C (3.10167, -0.40728, 0.04744)  0.007
C (4.35887, 0.16904, 0.05443)  -0.004
C (4.50045, 1.50907, -0.28314)  0.005
C (3.37097, 2.22119, -0.64155)  0.009
C (2.15001, 1.56623, -0.64871)  0.036
N (2.00292, 0.28156, -0.29790)  -0.010
H (0.16127, -2.95408, 3.83112)  -0.001
H (0.87976, -1.39290, 4.21668)  0.001
H (1.90545, -2.84802, 4.19673)  0.000
H (3.29118, -2.17058, 2.51277)  0.001
H (2.12735, -2.27817, -0.18444)  0.001
H (3.83213, -2.41059, 0.24926)  0.000
H (5.22209, -0.42758, 0.32333)  0.000
H (5.47550, 1.97953, -0.26849)  0.001
H (3.39311, 3.26653, -0.91826)  0.000
H (1.25057, 2.11454, -0.91431)  -0.015
S (1.12312, -1.87907, -2.56974)  0.005
C (0.15595, -0.57493, -3.00893)  0.043
N (-0.41019, 0.27072, -2.16676)  -0.030
C (-1.17010, 1.25257, -2.79287)  0.013
C (-1.84504, 2.28474, -2.15230)  -0.013
C (-2.54215, 3.19923, -2.91983)  0.016
C (-2.57785, 3.09456, -4.31006)  0.000
C (-1.90044, 2.07337, -4.95866)  0.001
C (-1.19637, 1.16077, -4.18743)  -0.009
S (-0.23376, -0.20115, -4.68914)  0.002
H (-1.77982, 2.38501, -1.07761)  0.033
H (-3.04873, 4.02108, -2.43100)  0.000
H (-3.12697, 3.82356, -4.89236)  0.000
H (-1.91117, 1.99461, -6.03822)  0.000
C (2.39704, 6.89336, 0.36702)  0.000
O (1.41429, 5.98161, 0.83475)  0.000
C (0.87252, 5.07697, -0.03381)  0.001
S (1.37154, 5.03826, -1.64489)  0.000
S (-0.28415, 4.07847, 0.67141)  0.005
H (2.63069, 7.52950, 1.22120)  0.000
H (2.02342, 7.49314, -0.46308)  0.000
H (3.29304, 6.37084, 0.02979)  0.000

- E: -4231.374700 a.u.
- 2S+1: 3
- HOMO-LUMO gap (alpha / beta): 5.33 / 5.90 eV
- HOMO level (alpha / beta): -3.49 / -4.07 eV
- Relative energy (zero: lowest compared OMol25 entry of this formula, charge and spin): 79.39 kJ/mol
- Charge: -1